[1]
The following is a quantum chemistry calculation of a 4-piece molecular cluster, C2H14NO3 overall at a distorted geometry, from the Open Molecules 2025 dataset.

XYZ file:
```
20
Properties=species:S:1:pos:R:3:forces:R:3:nbo_charge:R:1
O 1.0991 -2.8014 0.1533 2.050 3.816 -7.389 -0.96
O 0.0334 1.8430 -2.4653 -1.329 -0.469 1.130 -0.97
O -2.3263 -0.1656 2.4375 0.727 0.909 -0.641 -0.96
N -0.3094 -0.4818 -0.7972 -3.551 0.818 -2.378 -0.72
C 1.1180 1.2992 0.2691 2.103 1.331 0.976 -0.69
C 0.1435 0.1981 0.4846 1.512 -2.813 0.233 -0.26
H -0.6836 0.3761 1.1930 0.205 0.123 -0.908 0.28
H -2.5025 0.1614 3.3152 -0.220 -0.029 0.441 0.49
H 0.5045 2.1411 -3.2179 0.607 0.526 -1.299 0.50
H 1.7797 -3.2940 -0.3261 -0.311 -0.141 0.620 0.50
H 0.8559 2.0030 1.0586 0.582 0.398 -0.144 0.24
H -2.7083 -1.0217 2.3507 -0.605 -0.933 0.250 0.48
H -0.7051 2.4546 -2.3175 0.379 0.011 -0.255 0.50
H 2.2667 1.1763 0.2410 -1.711 -1.025 1.049 0.24
H -1.1974 -1.1569 -0.6518 3.010 1.620 -0.330 0.46
H 0.8740 -3.1698 0.8928 -1.677 -3.795 6.694 0.47
H 0.7622 -0.6384 0.8927 -0.872 0.555 0.299 0.24
H -0.6268 0.2294 -1.6174 0.945 -1.383 2.344 0.47
H 0.4867 -0.9549 -1.2478 -0.544 -0.405 0.618 0.45
H 1.1355 1.8019 -0.6477 -1.302 0.886 -1.309 0.26
```
Forces are in eV/Å.

Results
- F_max (eV/A) = 8.6
- total charge = +1
- E (Eh) = -364.78893
- energy relative to the best compared isomer or geometry (same formula, charge and spin) (kcal per mole) = 46.89



[2]
The following is a quantum chemistry calculation of C25H27FN6O3PtS as an isolated structure at a distorted geometry, from the Open Molecules 2025 dataset.

XYZ file:
```
64
Properties=species:S:1:pos:R:3:forces:R:3:nbo_charge:R:1
Pt -0.0156 3.5140 -0.0979 -1.024 -0.474 -0.054 1.16
S 2.2702 3.6449 0.0121 0.009 0.388 -0.052 0.23
F 2.4587 -3.1169 -0.0384 -0.165 -0.170 0.008 -0.27
O -4.0274 2.1089 -0.2881 0.460 0.732 0.150 -0.54
O 0.0637 1.1648 -0.3940 0.373 -0.215 0.145 -0.68
O -1.9829 2.9481 0.0856 1.235 1.673 0.301 -0.73
N 0.5153 -5.1853 0.0393 -0.001 0.468 -0.093 -0.23
N 2.1847 6.4484 -0.3759 0.492 -0.011 -0.056 -0.30
N 0.9353 -7.7243 1.3062 0.058 -0.073 0.051 -0.50
N 4.1602 5.4692 -0.2314 -0.126 0.468 -0.101 -0.26
N -2.8694 -1.7431 -0.2244 -0.077 0.122 -0.037 -0.35
N -0.1034 5.7591 -0.4234 -0.053 -0.416 -0.028 -0.51
C 1.9684 -7.1901 0.3604 0.087 0.207 -0.236 -0.25
C -1.4132 6.0522 -0.5051 -0.165 0.288 -0.049 0.07
C 1.8924 -5.6679 0.2623 0.322 -0.169 0.088 -0.26
C 4.3766 6.7858 -0.4017 0.168 -0.168 0.038 0.06
C -0.9676 8.3783 -0.5971 -0.090 -0.022 0.005 -0.08
C -4.0134 -2.6879 -0.2549 -0.384 -0.098 0.262 -0.21
C 0.3841 8.0801 -0.5240 0.230 -0.095 0.016 -0.22
C -0.4616 -7.2591 0.9553 -0.344 0.306 -0.191 -0.24
C -4.7527 -2.7358 1.0771 0.127 -0.022 -0.056 -0.63
C -2.8347 2.0130 -0.1498 -0.670 -2.474 -0.545 0.80
C -1.1715 -3.4552 -0.0382 -0.366 0.028 -0.052 -0.26
C -3.1629 -0.4353 -0.2295 0.085 -0.125 -0.043 0.21
C 0.8120 -1.5096 -0.1559 -0.172 -0.076 -0.027 -0.22
C 5.2087 4.4576 -0.1186 0.311 -0.421 0.049 -0.43
C -1.5478 -2.1265 -0.1614 0.112 -0.229 0.028 0.28
C -0.5350 -1.1235 -0.2093 0.492 0.086 -0.001 -0.02
C -0.4334 -6.2675 -0.2111 -0.092 -0.339 0.095 -0.26
C 1.1643 -2.8201 -0.0590 0.336 0.353 0.022 0.42
C 2.8158 5.2335 -0.2138 -0.229 -0.668 0.145 0.18
C -0.8571 0.3218 -0.2772 -0.599 -0.124 -0.080 0.49
C 0.1803 -3.8702 -0.0116 0.047 -0.330 0.020 0.25
C -1.8884 7.3472 -0.5905 0.088 -0.011 0.011 -0.19
C 0.7838 6.7546 -0.4389 -0.640 0.273 0.011 0.35
C 3.1555 7.4014 -0.4923 -0.182 0.018 0.006 0.05
C -2.2459 0.5833 -0.2126 0.338 1.127 0.113 -0.31
H 1.8238 -7.6715 -0.6044 -0.072 -0.055 0.037 0.25
H -4.2136 -0.1715 -0.2700 -0.025 0.019 0.042 0.28
H 5.1419 3.7526 -0.9454 -0.059 0.079 -0.031 0.25
H -4.6846 -2.3587 -1.0468 0.101 0.038 -0.060 0.25
H 5.3626 7.2209 -0.4526 0.001 -0.025 -0.001 0.29
H -1.9436 -4.1980 0.0768 0.038 0.103 -0.018 0.24
H -5.5944 -3.4217 0.9936 0.016 -0.018 0.013 0.26
H 2.9591 -7.4699 0.7147 -0.029 -0.024 0.079 0.29
H -1.0766 -8.1127 0.6773 0.108 -0.085 0.031 0.28
H -4.1035 -3.0741 1.8861 -0.019 -0.008 0.010 0.21
H -3.6602 -3.6744 -0.5370 0.033 0.057 -0.128 0.20
H 1.0926 8.8929 -0.5326 -0.038 0.000 0.027 0.25
H 1.1675 -7.4372 2.2600 -0.010 -0.036 0.041 0.45
H 2.5456 -5.3730 -0.5608 -0.057 0.035 -0.022 0.28
H -5.1562 -1.7599 1.3455 0.016 0.013 -0.006 0.24
H -1.2895 9.4095 -0.6574 0.027 0.006 -0.007 0.27
H 2.2981 -5.2083 1.1651 -0.094 0.034 0.013 0.25
H 2.9691 8.4505 -0.6333 -0.057 -0.045 -0.018 0.28
H 5.1195 3.9196 0.8231 -0.061 0.092 0.026 0.25
H -0.1379 -6.7686 -1.1363 0.021 0.068 -0.020 0.26
H -1.4388 -5.9001 -0.3799 0.049 -0.044 0.043 0.26
H 1.5806 -0.7512 -0.2055 0.027 -0.002 0.000 0.28
H -0.9038 -6.7980 1.8362 0.093 -0.061 0.074 0.25
H 6.1754 4.9510 -0.1536 -0.049 0.096 -0.001 0.27
H 0.9767 -8.7480 1.3109 -0.002 -0.016 0.005 0.47
H -2.1043 5.2192 -0.4991 0.051 -0.003 0.014 0.25
H -2.9516 7.5328 -0.6467 0.000 -0.024 -0.009 0.28
```
Forces are in eV/Å.

Results
- F_max (eV/A) = 2.6
- total charge = +4
- E (Eh) = -2138.99649
- 2S+1 = 5
- expectation value of S² = 6.07
- energy relative to the best compared isomer or geometry (same formula, charge and spin) (kcal per mole) = 4.58



[3]
The following is a quantum chemistry calculation of one molecule with the formula CH6OSi2 at a distorted geometry, from the Open Molecules 2025 dataset.

XYZ file:
```
10
Properties=species:S:1:pos:R:3:forces:R:3:nbo_charge:R:1
Si -1.2166 1.0645 -0.2195 2.989 -1.340 -1.108 1.42
Si 1.7096 -0.0475 -0.1974 -1.233 -0.722 -2.848 1.56
O 1.8169 1.3096 0.4342 0.708 2.511 1.758 -1.27
C -0.2817 -0.4098 0.2161 -0.964 -0.747 -0.988 -1.41
H 1.3161 0.0534 -1.6665 0.584 -0.462 0.030 -0.30
H -0.3804 -1.2954 -0.5073 -0.121 0.941 1.502 0.30
H -0.2315 -0.5209 1.3077 -0.501 -0.640 -0.348 0.28
H -1.6223 1.9981 0.7105 -0.820 1.108 1.666 -0.20
H 2.6357 -1.2188 -0.0800 -0.417 0.032 0.396 -0.22
H -1.2425 1.7730 -1.5224 -0.226 -0.680 -0.059 -0.16
```
Forces are in eV/Å.

Results
- F_max (eV/A) = 3.5
- total charge = 0
- E (Eh) = -695.80706
- energy relative to the best compared isomer or geometry (same formula, charge and spin) (kcal per mole) = 78.70



The lowest energy relative to the best compared isomer or geometry (same formula, charge and spin) belongs to which entry?
C25H27FN6O3PtS